# 1
{"formula": "C14H10BrN4O3STa", "method": "ωB97M-V/def2-TZVPD", "symbols": ["Ta", "N", "C", "S", "N", "N", "C", "C", "C", "C", "C", "C", "C", "O", "H", "H", "H", "H", "H", "H", "H", "Br", "C", "C", "C", "C", "C", "N", "C", "O", "O", "H", "H", "H"], "positions_angstrom": [[-0.417197, 0.336979, 0.192300], [-4.000145, -1.355481, 2.005220], [-2.736462, -1.081932, 1.744101], [-2.287798, 0.678186, 1.727680], [-1.842030, -1.992997, 1.579054], [-0.607684, -1.650604, 1.238696], [0.371765, -2.488199, 1.472849], [1.749940, -2.191832, 1.301756], [2.733785, -3.178905, 1.528670], [4.073591, -2.893587, 1.389852], [4.488768, -1.610448, 1.033247], [3.557105, -0.605529, 0.834743], [2.198138, -0.874355, 0.959334], [1.258900, 0.043749, 0.743228], [-4.660764, -0.630970, 2.243433], [-4.304538, -2.318179, 2.073523], [0.092838, -3.456042, 1.888549], [2.414660, -4.172913, 1.802034], [4.809098, -3.664946, 1.556337], [5.539810, -1.389197, 0.914328], [3.872258, 0.395544, 0.578240], [0.436359, 3.394792, 0.689199], [-0.448536, 3.325596, -1.012346], [-0.651428, 4.348711, -1.920251], [-1.316428, 4.019957, -3.102353], [-1.771541, 2.720747, -3.332371], [-1.530431, 1.774374, -2.348860], [-0.873563, 2.088613, -1.228296], [-1.954332, 0.309193, -2.335236], [-2.570780, -0.213778, -3.203214], [-1.546960, -0.247756, -1.197195], [-0.303785, 5.351689, -1.726306], [-1.483299, 4.782557, -3.849227], [-2.289317, 2.446961, -4.240719]], "forces_ev_per_a": [[-4.48, 1.28, 1.26], [-0.61, -0.07, 0.10], [1.10, 0.69, -0.11], [1.05, -0.08, -0.41], [-1.32, -1.64, 0.43], [0.81, 2.21, -1.22], [-0.47, -0.05, 0.26], [0.88, 0.89, -0.26], [-0.36, 0.25, -0.09], [0.11, 0.08, -0.05], [-0.31, -0.22, 0.13], [-0.63, 0.46, -0.08], [1.66, -2.44, 0.53], [1.74, 0.57, -0.09], [0.11, -0.09, -0.04], [0.11, 0.08, -0.04], [-0.06, 0.07, -0.08], [-0.03, -0.12, 0.05], [0.02, -0.08, 0.01], [0.02, 0.00, 0.02], [0.03, 0.07, -0.03], [-0.31, -0.04, -0.41], [0.14, 0.05, 0.23], [0.11, -0.19, 0.26], [0.00, -0.23, 0.12], [0.09, -0.28, 0.34], [-0.22, -0.10, -0.26], [0.52, -0.48, 0.51], [-0.77, 1.20, -2.08], [0.31, 0.03, 0.57], [0.80, -1.91, 0.43], [0.02, 0.04, 0.03], [0.00, 0.08, -0.02], [-0.04, -0.03, 0.02]], "e_homo_ev": -14.915, "lumo_energy_ev": -8.95, "charge": 2, "homo_lumo_gap_ev": 5.962}

# 2
{"formula": "C14H10CoN3O4S", "method": "ωB97M-V/def2-TZVPD", "symbols": ["Co", "O", "C", "O", "C", "C", "C", "C", "C", "C", "S", "H", "H", "H", "H", "O", "N", "O", "N", "C", "N", "C", "C", "C", "C", "C", "C", "H", "H", "H", "H", "H", "H"], "positions_angstrom": [[-0.111896, -0.474884, -0.996217], [2.662471, 2.261061, -2.137022], [1.544189, 1.808571, -1.915842], [1.346202, 0.585552, -1.564115], [0.352679, 2.716009, -2.186487], [0.624717, 3.837122, -2.976751], [-0.341672, 4.776870, -3.283548], [-1.626682, 4.605895, -2.774504], [-1.912780, 3.505158, -1.991460], [-0.942243, 2.534629, -1.687122], [-1.495802, 1.204697, -0.665423], [1.642319, 3.944957, -3.327411], [-0.097526, 5.631275, -3.903362], [-2.407193, 5.326799, -2.991746], [-2.913494, 3.361537, -1.599437], [0.731519, -2.150898, -1.582153], [-0.337798, -2.753399, -1.931142], [-1.340385, -2.048183, -1.706550], [-0.433600, -0.833218, 3.236046], [-0.572296, -0.315735, 1.985473], [-0.202606, -1.144196, 1.048649], [0.230706, -2.291685, 1.723420], [0.752885, -3.489908, 1.233797], [1.094317, -4.462224, 2.153518], [0.929857, -4.265448, 3.535950], [0.422486, -3.082186, 4.034412], [0.082149, -2.109234, 3.099247], [-0.646453, -0.350828, 4.089291], [-0.948045, 0.678203, 1.786767], [0.897565, -3.629252, 0.173123], [1.503905, -5.399934, 1.799640], [1.211614, -5.054231, 4.222393], [0.300892, -2.922889, 5.098565]], "forces_ev_per_a": [[0.01, 0.07, -0.03], [0.09, 0.07, 0.17], [-0.09, -0.18, -0.38], [0.04, 0.07, 0.18], [0.10, 0.05, 0.10], [-0.04, 0.02, 0.02], [0.00, -0.06, 0.03], [0.04, -0.05, 0.02], [-0.01, 0.02, -0.04], [-0.21, -0.04, 0.13], [-0.14, 0.42, -0.11], [-0.01, 0.01, 0.00], [-0.01, 0.00, 0.00], [0.01, 0.00, 0.00], [0.03, 0.01, -0.01], [-0.24, -0.62, -0.42], [0.34, 0.35, 0.24], [0.04, -0.14, 0.04], [-0.01, 0.01, -0.05], [0.02, -0.06, -0.03], [0.13, -0.08, 0.29], [-0.05, 0.01, -0.29], [0.01, 0.01, 0.04], [-0.02, 0.02, 0.07], [0.01, -0.02, -0.10], [0.01, -0.01, -0.04], [-0.05, 0.12, 0.16], [0.00, -0.01, 0.00], [0.01, -0.02, 0.01], [0.00, 0.00, 0.02], [0.00, 0.01, 0.02], [0.00, 0.01, -0.01], [-0.01, 0.01, -0.02]], "e_homo_ev": [-4.210, -4.156], "multiplicity": 2, "lumo_energy_ev": [2.56, 2.56], "charge": -1, "homo_lumo_gap_ev": [6.774, 6.719]}

# 3
{"formula": "C14H10O", "method": "ωB97M-V/def2-TZVPD", "symbols": ["C", "C", "C", "C", "C", "C", "C", "C", "C", "C", "C", "C", "C", "C", "O", "H", "H", "H", "H", "H", "H", "H", "H", "H", "H"], "positions_angstrom": [[-0.572646, -3.167861, 0.284388], [-0.804987, -1.588036, -3.581514], [-0.818219, -2.157249, -0.284319], [-0.930436, -1.336581, -2.443102], [2.391991, 1.605236, 0.076615], [2.558646, 0.616636, -0.916312], [1.277972, 1.564032, 0.919341], [1.526255, -0.160311, -1.327208], [0.226182, 0.670573, 0.547058], [0.304327, -0.051472, -0.559383], [-2.213233, -0.310335, -0.608537], [-1.004470, 0.352221, 1.402204], [-2.136664, 0.792289, 0.454719], [-0.922019, -0.953237, -1.043663], [-3.285442, -0.564255, -1.122426], [-0.244787, -3.927016, 0.840507], [-0.606826, -1.796002, -4.626203], [3.126264, 2.311538, 0.240040], [3.635315, 0.615181, -1.301842], [1.041256, 2.214646, 1.768572], [1.846534, -0.849176, -2.052316], [-1.120331, -0.670353, 1.678347], [-1.001186, 0.879611, 2.410375], [-1.792064, 1.635893, -0.003564], [-3.190643, 0.846008, 0.978750]], "forces_ev_per_a": [[-0.59, 1.54, -0.85], [0.58, -0.72, -3.40], [0.24, -0.75, 0.24], [0.13, 1.22, 2.04], [-2.23, -1.43, 1.05], [2.32, 2.01, 0.36], [-0.83, -0.47, -1.22], [-0.49, 0.88, 1.99], [0.31, 0.31, 3.30], [0.96, -2.69, -4.87], [-2.80, 1.85, -0.50], [0.18, 2.70, 0.88], [-2.41, -3.76, 2.64], [0.94, 0.84, 0.70], [1.17, -0.31, 0.29], [0.79, -2.65, 1.70], [-0.34, 0.07, 0.74], [1.60, 1.24, 0.40], [-1.88, -0.45, -0.07], [0.68, -0.11, -0.33], [-0.91, -1.13, -1.09], [0.27, -0.91, -0.10], [0.04, -0.15, -1.41], [0.16, 2.67, -1.21], [2.10, 0.20, -1.30]], "e_homo_ev": -9.370, "lumo_energy_ev": 0.84, "relative_energy_kj_mol": 121.51, "charge": 0, "homo_lumo_gap_ev": 10.207}